(1)
Below is a cluster of 3 separate species, C33H77Cl2N12O5P4S in total in a non-equilibrium geometry, with properties calculated with ωB97M-V/def2-TZVPD.

```
134
Properties=species:S:1:pos:R:3:forces:R:3
C 2.619 -3.388 2.560 -1.3399 1.0595 0.3440
C 1.959 -1.978 2.998 1.3848 -0.3185 0.4851
C 3.172 -0.987 3.340 -0.3607 0.3534 -0.5177
C 3.009 0.420 2.593 0.8636 0.5762 1.0048
C 4.264 0.782 1.651 -0.2701 0.6832 1.1748
C 3.926 2.038 0.733 1.1312 -0.1797 -0.1236
C 3.536 1.685 -0.772 -1.0307 -0.0160 0.0528
C 3.048 0.187 -0.998 -0.8437 0.5570 0.5972
C 2.119 0.066 -2.277 1.1956 -0.2623 -0.9096
C 1.856 -1.427 -2.793 0.0287 0.4299 0.6239
C 2.302 -2.592 -1.798 -0.9017 -0.6726 -1.0176
C 1.353 -3.861 -2.116 0.8290 -0.2720 -0.1538
C 0.523 -4.358 -0.856 -0.3184 -0.3479 -0.9474
C -0.291 -3.208 -0.119 0.1475 -0.8301 0.5250
C -1.394 -2.507 -1.073 3.1784 -1.2807 -0.3357
N -2.640 -2.414 -0.307 -0.2811 1.0970 -0.2689
C -3.332 -1.433 0.438 -1.4966 -6.6824 -1.2616
N -2.916 -0.170 0.615 -0.7339 2.6965 0.8528
C -3.788 0.698 1.486 -1.2145 1.1406 0.3316
Cl -2.896 1.205 3.025 -0.3780 -0.6758 -1.2599
C -4.380 1.973 0.671 0.1614 0.4560 0.8898
C -4.218 3.351 1.435 -0.4639 1.0044 -0.9337
Cl -6.208 1.705 0.492 1.2127 -0.1363 -0.0051
P -1.503 0.611 -0.027 5.3426 0.4682 -0.7768
O -0.182 -0.092 0.310 -3.8987 1.0612 -1.0319
O -1.300 2.205 0.503 -1.6418 -2.5390 -1.0106
O -1.740 0.750 -1.715 0.3139 -0.3959 3.0534
N -4.491 -2.122 0.914 0.6309 -0.1158 -0.2522
C -4.525 -3.485 0.527 5.2679 5.0301 -1.2034
P -5.847 -4.770 0.924 -3.5881 2.4771 1.2592
N -7.139 -3.950 1.437 2.3449 -0.2099 -0.7456
N -3.316 -3.579 -0.223 -4.7459 -0.9403 2.5495
N -3.037 -4.841 -0.729 -0.0051 -0.3652 -3.9509
C -3.536 -4.997 -1.918 -0.9928 -0.3097 -0.7734
S -4.287 -5.255 -3.329 2.2023 0.5826 3.6861
H 3.503 -3.589 3.244 -1.1244 0.0312 -1.0600
H 2.913 -3.278 1.473 -0.0061 -0.4097 1.2639
H 1.817 -4.177 2.674 1.1403 0.5173 -0.2743
H 1.350 -1.503 2.172 0.5168 -0.7445 0.8693
H 1.309 -2.111 3.927 0.7351 0.1358 -1.3088
H 3.266 -0.867 4.472 -0.1459 -0.0155 -1.5355
H 4.159 -1.430 2.984 -1.2420 0.3342 0.4424
H 2.013 0.542 2.058 1.1819 -0.4384 0.4478
H 3.009 1.217 3.413 -0.1598 -0.9326 -1.3667
H 4.689 -0.111 1.106 -0.6633 0.9760 0.3648
H 5.082 1.124 2.375 -0.9766 -0.5915 -0.9803
H 3.138 2.656 1.267 0.7734 -0.7891 -0.7561
H 4.863 2.691 0.689 -1.2894 -0.7424 0.0731
H 4.382 1.904 -1.489 -0.8922 -0.1608 0.8256
H 2.657 2.363 -1.053 1.1903 -0.7610 0.1350
H 3.961 -0.490 -1.041 -1.3414 0.6635 -0.1208
H 2.396 -0.101 -0.102 1.1089 0.1877 -1.0921
H 2.659 0.615 -3.124 -0.8905 -0.5053 1.0416
H 1.110 0.569 -2.147 1.2621 -0.2614 0.2160
H 2.364 -1.561 -3.801 -0.7081 -0.0424 1.2375
H 0.739 -1.528 -2.972 1.3436 0.0106 0.1068
H 3.384 -2.877 -2.009 -1.3798 0.4345 0.5004
H 2.167 -2.364 -0.701 0.3776 0.1672 -1.2922
H 0.651 -3.660 -2.997 0.9135 -0.0507 1.1651
H 2.054 -4.681 -2.494 -1.2351 0.7702 0.6436
H -0.241 -5.123 -1.237 0.9711 0.9112 0.5353
H 1.207 -4.942 -0.165 -0.8644 1.0417 -0.4953
H 0.404 -2.462 0.363 -0.9780 -0.6095 -0.6881
H -0.847 -3.720 0.741 0.6612 0.7410 -1.0789
H -0.963 -1.559 -1.489 -1.0839 -0.7778 0.7912
H -1.462 -3.210 -1.975 -0.7027 1.0377 1.2350
H -4.704 0.169 1.869 1.3761 -0.0289 -0.6520
H -3.981 2.005 -0.387 -0.3887 0.0158 1.2863
H -4.600 3.338 2.503 0.6412 -0.3016 -1.3537
H -4.889 4.098 0.887 0.8703 -1.0544 0.6623
H -3.170 3.794 1.361 -1.2917 -0.9947 0.3084
H -0.749 2.653 -0.174 -0.3299 -0.2723 0.2858
H -0.834 0.604 -2.067 -0.4126 0.0835 -0.0683
H -5.412 -5.683 1.935 0.6355 0.0488 -0.9418
H -6.251 -5.452 -0.269 1.2536 -0.1913 0.3169
H -6.910 -2.940 1.431 -0.4718 -0.6650 0.1902
O -0.573 -3.118 -6.177 -0.9185 -1.9534 -3.4636
P -0.863 -1.963 -7.155 2.0348 4.1323 5.8967
N 0.712 -1.295 -7.026 1.2117 -0.2089 0.3076
C 1.086 0.105 -6.987 -0.4520 0.3276 -0.4579
C 1.714 -2.033 -7.798 -0.2137 -0.5352 0.0759
N -1.986 -1.218 -6.065 -1.0063 0.9325 0.9405
C -1.508 -0.613 -4.827 0.2625 0.0162 -0.0969
C -3.116 -2.092 -5.748 0.0070 0.0134 -0.4664
N -1.284 -0.726 -8.382 -0.9780 -2.0823 -2.4883
C -2.044 0.489 -8.115 -0.4659 0.0322 0.6821
C -1.851 -1.376 -9.578 0.3185 -0.0137 -0.3838
H 1.036 0.582 -7.974 -0.0086 0.0967 -0.0354
H 2.113 0.211 -6.625 -0.0263 -0.3012 -0.0574
H 0.479 0.683 -6.295 -0.1992 -0.0503 -0.0448
H 1.655 -1.780 -8.865 0.1773 0.0853 -0.0568
H 1.563 -3.111 -7.702 -0.0883 0.0719 0.0600
H 2.725 -1.825 -7.441 -0.1062 0.1520 0.0234
H -0.799 -1.256 -4.289 0.0195 -0.0172 0.0100
H -2.340 -0.387 -4.152 -0.1318 -0.1866 -0.2089
H -1.036 0.351 -5.018 0.1826 -0.0147 -0.0432
H -2.851 -2.853 -5.006 0.0469 -0.1372 -0.0194
H -3.466 -2.610 -6.647 0.0318 -0.0365 0.0518
H -3.960 -1.511 -5.367 0.1064 0.1298 -0.0161
H -3.092 0.287 -7.872 0.0203 0.0959 0.0172
H -2.026 1.135 -8.999 0.2230 -0.3683 -0.2036
H -1.605 1.079 -7.311 -0.0147 -0.2325 0.0892
H -2.854 -1.768 -9.380 -0.0769 0.0580 -0.1932
H -1.216 -2.214 -9.888 -0.0225 -0.0171 0.0639
H -1.901 -0.685 -10.424 -0.0140 0.0224 0.1341
O 2.479 2.726 4.833 -1.9072 2.3671 -2.8817
P 1.619 3.706 5.655 3.5007 -3.5389 5.9000
N 2.967 4.440 6.419 1.2084 0.3109 -0.0996
C 3.078 4.887 7.793 -0.6423 0.2608 0.1934
C 3.672 5.387 5.554 -0.0799 -0.3077 -0.4705
N 0.933 2.433 6.607 -0.7212 -0.8113 0.9301
C 1.765 1.704 7.560 0.3771 0.1893 0.0711
C 0.200 1.461 5.793 -0.1689 0.3695 -0.1620
N 0.524 4.865 6.477 -1.6110 1.3342 -2.7540
C -0.254 4.570 7.674 -0.1380 -0.7623 0.2026
C -0.363 5.505 5.492 0.1670 0.4439 -0.0435
H 2.545 5.829 7.975 -0.0424 0.0579 0.0717
H 4.128 5.050 8.053 -0.0045 -0.0403 -0.3095
H 2.721 4.149 8.505 -0.1757 -0.0612 -0.0894
H 3.137 6.344 5.497 0.1168 0.1630 0.0726
H 3.762 4.994 4.538 -0.0618 -0.0797 0.0747
H 4.689 5.571 5.909 -0.1140 -0.0346 0.1421
H 2.729 1.404 7.136 0.0295 -0.0425 0.0367
H 1.258 0.803 7.918 -0.1401 0.0870 -0.2650
H 1.943 2.296 8.458 0.1176 0.0967 -0.0422
H 0.869 0.761 5.285 0.0187 0.0081 -0.1303
H -0.393 1.973 5.026 0.0469 -0.0113 -0.0506
H -0.501 0.891 6.408 0.0848 0.0855 0.1237
H -1.058 3.851 7.490 0.0169 0.0032 0.0950
H -0.712 5.491 8.050 0.1765 0.2014 -0.3873
H 0.368 4.199 8.488 0.0582 -0.1451 -0.2125
H -1.114 4.801 5.115 -0.1760 0.1327 -0.0116
H 0.221 5.866 4.638 0.0160 -0.0667 -0.0057
H -0.874 6.373 5.917 0.0251 -0.1107 0.0550
```
Positions in Å, forces in eV/Å.

- Orbital gap: 5.109 eV
- Charge: +1
- HOMO energy: -9.5852 eV
- E_tot: -136605.615 eV

=====

(2)
Below is a structure of composition C33H79Br2IN2O29P9S in a non-equilibrium geometry, with properties calculated with ωB97M-V/def2-TZVPD.

```
156
Properties=species:S:1:pos:R:3:forces:R:3
C -3.831 -1.675 -0.360 -0.5743 0.3572 -0.3825
C -4.309 -2.912 -1.156 -0.0707 0.1000 0.1642
C -5.775 -3.094 -1.199 1.2428 -1.6381 -1.0671
C -6.358 -4.209 -1.903 2.4393 0.9118 0.3891
C -5.435 -5.106 -2.596 -0.0028 1.1463 0.8904
C -4.024 -4.911 -2.535 0.1470 0.6705 0.6448
C -3.356 -3.808 -1.778 -4.1977 -0.8180 -0.3015
C -1.831 -3.881 -1.806 -0.6879 -2.8101 -1.6204
N -0.870 -3.350 -0.753 0.8337 -0.2719 -0.0606
P -0.795 -1.659 -1.488 0.5475 3.4090 -1.1946
S -0.277 -0.121 -0.514 0.0820 0.2116 0.4526
C -1.071 -3.617 0.704 -1.2312 -1.9505 4.2785
Br -0.951 -2.260 2.135 0.0820 0.4945 -0.9776
Br -2.743 -4.569 1.325 0.0021 0.4094 -1.1983
O -0.123 -4.578 1.243 0.3552 0.4166 -2.3798
C 0.616 -5.197 0.123 -0.9174 1.1656 0.7509
P -0.462 -6.769 -0.291 -1.3033 -0.6880 -1.4256
O 0.351 -7.695 -1.464 0.0764 1.7243 1.5247
I -0.747 -8.100 1.777 0.5541 0.4396 -0.5850
P 2.161 -5.848 0.930 2.2713 -1.4431 5.1277
O 1.889 -5.828 2.407 -0.1463 0.5027 -1.6460
O 2.466 -7.451 0.599 -0.4410 2.3315 -1.2553
O 3.604 -5.090 0.734 -1.1373 -0.3656 -0.8794
C 0.544 -3.949 -0.864 3.7798 -2.7524 -2.7144
C 0.987 -4.643 -2.238 -1.2020 0.1056 -1.0293
C 1.784 -2.981 -0.695 1.0118 0.3264 1.2511
C 2.141 -2.425 0.716 0.6781 0.5652 1.5344
C 3.669 -1.960 0.852 -0.1048 0.8983 0.0402
N 4.352 -1.916 -0.464 0.1787 -1.3528 0.9096
H -3.675 -0.807 -1.062 -0.2426 -0.7110 0.7367
H -4.616 -1.346 0.375 0.8522 -0.3748 -0.6700
H -2.887 -1.836 0.202 -0.5885 0.0943 -0.2576
H -6.431 -2.377 -0.649 0.8171 -0.6247 -0.5859
H -7.460 -4.327 -1.870 0.9682 -0.1580 -0.2513
H -5.837 -5.983 -3.147 0.4376 0.8060 0.4309
H -3.394 -5.659 -3.086 -0.5685 0.7721 0.6586
H -1.630 -4.988 -1.887 -0.1350 1.1411 0.3564
H -1.474 -3.498 -2.810 -0.0490 -0.0785 1.1814
H 0.119 -1.811 -2.587 -0.6620 -0.8801 0.5735
H -2.031 -1.370 -2.160 0.4221 -1.0986 0.5361
H 1.226 -7.294 -1.617 -0.0762 -0.8092 0.0107
H 2.746 -7.825 1.459 -0.2402 0.2283 -0.2437
H 3.800 -4.655 1.591 -0.2454 -0.3271 -0.4255
H 0.255 -5.364 -2.675 0.3217 0.6472 0.4478
H 1.194 -3.880 -3.039 0.1299 -0.7919 0.8087
H 1.893 -5.281 -2.035 -0.6690 1.0635 -0.1639
H 2.669 -3.611 -0.995 -1.0838 0.5224 0.3294
H 1.859 -2.142 -1.430 -0.5766 -0.7379 0.4662
H 1.571 -1.519 1.047 0.0925 -0.9845 -0.7833
H 1.985 -3.156 1.562 -0.1539 0.4927 -1.0843
H 4.217 -2.576 1.622 -0.4961 0.4484 -0.7553
H 3.707 -0.907 1.254 -0.2939 -1.0897 -0.2557
H 5.078 -1.203 -0.495 -0.0709 -0.3959 0.2134
H 4.786 -2.840 -0.565 0.1474 0.6601 -0.3563
C -0.310 2.217 7.956 -0.1504 -0.0428 0.4072
O 0.092 2.990 6.813 1.4340 -3.1267 0.7686
P 0.387 2.102 5.385 -3.0764 6.5334 -5.2005
O 0.983 3.307 4.692 0.7940 -0.7576 0.9832
O -1.226 1.981 5.113 0.4603 -1.0625 -0.1271
C -2.006 3.171 5.034 -0.3950 0.2120 0.4495
O 0.711 1.070 4.079 1.2808 -1.9572 2.6096
C -0.004 1.286 2.873 -0.7807 -0.0377 -0.0806
H -0.584 2.905 8.754 0.0807 0.0493 -0.1199
H -1.174 1.591 7.719 -0.0127 0.0268 -0.0152
H 0.518 1.591 8.294 -0.0739 0.0628 0.1879
H -1.398 4.052 4.827 0.1369 -0.1253 0.0577
H -2.545 3.313 5.973 0.0121 0.0980 -0.0333
H -2.732 3.047 4.230 0.0985 -0.1480 -0.0054
H -0.100 2.348 2.642 0.0452 0.0131 0.1353
H -0.992 0.826 2.935 -0.0318 0.1250 -0.0925
H 0.547 0.798 2.066 0.2469 -0.0475 0.2633
C 3.692 0.241 -2.205 0.0933 0.0765 -0.1574
O 2.757 0.830 -3.120 -0.8591 -0.4264 3.1648
P 1.883 2.172 -2.526 -0.2625 4.8423 -7.0881
O 0.937 2.188 -3.705 -0.1439 -0.7605 1.5790
O 3.190 3.132 -2.769 -0.3603 0.0620 0.8016
C 3.748 3.229 -4.075 0.5007 -0.2708 -0.1344
O 1.107 3.409 -1.684 0.1930 -2.9511 2.2147
C 1.152 4.722 -2.219 0.7136 0.6276 -0.0879
H 4.262 -0.518 -2.737 -0.1703 0.0212 -0.0489
H 4.385 0.992 -1.811 -0.0070 0.0414 -0.0281
H 3.153 -0.228 -1.386 0.1092 -0.0405 -0.0809
H 3.046 2.921 -4.850 -0.0962 -0.0422 0.1362
H 4.647 2.613 -4.131 -0.0191 0.0111 -0.1140
H 4.027 4.269 -4.246 -0.0497 -0.0106 0.1617
H 1.019 4.721 -3.301 -0.0005 -0.1840 0.0289
H 2.096 5.204 -1.958 -0.0381 0.0101 -0.0870
H 0.342 5.291 -1.761 -0.1197 -0.3621 0.1293
C -7.712 3.150 -5.058 -0.1387 0.3612 -0.2052
O -7.116 2.622 -3.865 -1.3986 -2.2131 -2.3042
P -6.197 1.199 -4.066 6.0309 2.0189 5.9258
O -6.055 0.965 -2.581 -1.1113 -0.3034 -0.7251
O -4.946 2.068 -4.669 -0.2284 -0.8388 -0.5934
C -4.375 3.103 -3.871 -0.0819 0.5811 -0.0231
O -5.452 -0.248 -4.522 -2.9997 -0.0260 -1.6904
C -4.073 -0.392 -4.259 0.6630 0.3569 -0.3908
H -8.160 4.113 -4.818 0.0440 -0.0945 0.1131
H -6.959 3.297 -5.837 -0.0002 -0.0018 0.0134
H -8.489 2.475 -5.419 -0.0671 0.1646 -0.0400
H -4.608 2.987 -2.812 -0.1319 -0.1136 -0.0666
H -4.739 4.071 -4.220 0.0257 0.0195 0.0988
H -3.293 3.070 -4.000 -0.0610 -0.1188 -0.1238
H -3.806 0.010 -3.278 -0.1540 0.1321 0.0014
H -3.486 0.100 -5.036 0.0734 0.0210 0.1323
H -3.839 -1.459 -4.281 -0.3497 -0.0615 -0.0452
C 3.424 -1.448 7.287 0.0889 -0.0120 -0.3636
O 3.052 -0.470 8.266 -0.5732 -3.2974 0.3952
P 3.385 -0.904 9.886 2.2066 7.8420 3.2373
O 2.612 0.260 10.454 -0.6683 -1.1399 -0.6951
O 4.968 -0.531 9.677 -0.1007 -0.9094 0.3114
C 5.318 0.788 9.270 0.1257 0.1656 -0.5193
O 3.715 -1.622 11.379 -1.4931 -2.5253 -2.1352
C 4.588 -0.947 12.272 0.8961 0.2045 -0.0020
H 3.278 -1.015 6.297 -0.0433 0.0547 0.0967
H 4.475 -1.729 7.397 -0.0033 0.0066 -0.0059
H 2.794 -2.334 7.385 0.0355 -0.0091 -0.1835
H 4.522 1.508 9.467 -0.0967 -0.1517 0.0275
H 5.554 0.788 8.204 -0.0195 0.1065 0.0117
H 6.208 1.087 9.824 -0.0250 -0.1709 0.0399
H 4.399 0.127 12.285 -0.1202 -0.0556 -0.1490
H 5.627 -1.142 12.003 -0.0309 0.0969 0.0332
H 4.413 -1.351 13.270 -0.2571 -0.1627 -0.1855
C -1.474 8.686 -0.590 -0.1436 0.3333 -0.1086
O -1.912 7.476 0.042 3.0941 0.1658 -1.4555
P -0.739 6.676 0.993 -5.1223 -2.8970 6.4189
O -1.589 5.441 1.173 0.6180 0.3421 -1.2490
O -0.965 7.755 2.208 0.8746 -0.0670 -0.2406
C -2.265 7.902 2.767 -0.3380 0.4012 -0.1210
O 0.626 6.044 1.761 1.0057 1.2535 -3.3677
C 0.557 5.799 3.160 0.1272 0.6427 0.7615
H -2.337 9.159 -1.058 -0.0017 -0.1288 0.0417
H -1.049 9.377 0.142 -0.0001 -0.0034 -0.0092
H -0.732 8.460 -1.358 -0.0746 0.1556 -0.0756
H -2.904 7.043 2.562 0.1272 -0.0385 -0.1270
H -2.730 8.806 2.369 -0.0963 -0.0529 0.0363
H -2.157 8.012 3.847 0.1638 0.0072 -0.0597
H -0.402 5.368 3.447 -0.0273 0.0438 -0.2306
H 0.732 6.723 3.713 -0.1121 -0.0494 0.0235
H 1.349 5.097 3.414 -0.0475 -0.0129 -0.3628
C 1.600 0.797 -6.093 -0.2720 0.0974 0.4261
O 0.686 0.174 -7.013 3.0119 1.4169 -1.3341
P 1.401 -0.687 -8.299 -5.9385 -6.0512 -0.7116
O 0.096 -0.881 -9.029 0.7160 1.0828 0.1487
O 1.727 -1.948 -7.289 0.7489 0.0173 -0.2620
C 0.652 -2.573 -6.609 -0.0200 0.1421 0.3485
O 2.365 -1.366 -9.509 1.4197 3.1602 0.8833
C 2.244 -2.755 -9.767 0.1874 -0.6930 0.4432
H 1.024 1.205 -5.254 0.2277 -0.2514 -0.5419
H 2.318 0.068 -5.706 0.0283 -0.0103 -0.0416
H 2.133 1.610 -6.591 -0.0089 0.0352 0.1010
H -0.311 -2.374 -7.083 0.0689 0.1240 -0.0654
H 0.628 -2.223 -5.572 -0.1165 0.0185 0.0430
H 0.830 -3.650 -6.611 0.1149 0.0416 -0.0670
H 1.203 -3.080 -9.742 -0.0227 0.1819 0.0507
H 2.832 -3.325 -9.046 -0.0889 -0.0415 -0.0341
H 2.651 -2.942 -10.761 0.0063 0.3384 0.0130
```
Positions in Å, forces in eV/Å.

- Orbital gap: 6.653 eV
- Energy above the lowest of the compared OMol25 structures with the same formula, charge and spin: 18.516 eV
- Charge: +1
- HOMO energy: -10.9865 eV
- E_tot: -340459.293 eV